# C58H64GeN9O2P2Rb

C58H64GeN9O2P2Rb as an isolated structure (ωB97M-V with the def2-TZVPD basis set, the Open Molecules 2025 dataset).

```
137
Properties=species:S:1:pos:R:3:forces:R:3
H 6.348 -3.087 -2.467 -0.0282 -0.0073 -0.0067
H -2.541 2.206 2.023 0.0132 0.0237 -0.0033
H 1.097 3.236 0.539 0.0276 0.0163 -0.0151
H -0.018 5.625 -2.082 -0.0178 0.0115 -0.0137
H 1.865 -2.415 -3.297 -0.0053 -0.0278 -0.0405
C 0.819 -2.731 3.107 0.3262 -0.2128 -0.2136
H -2.714 -3.834 2.480 0.0100 -0.0164 0.0069
C -1.662 -3.930 2.756 -0.0409 0.1314 -0.1908
C 2.988 0.207 2.889 0.1105 0.0075 0.1134
H -1.243 -4.802 2.258 -0.0043 -0.0403 -0.0301
H -3.704 -2.075 -3.191 -0.0240 -0.0058 -0.0178
C -4.604 0.467 1.445 -0.2036 0.0504 0.0671
C 1.906 -1.862 -4.230 -0.0454 -0.0059 0.0015
H -6.266 -0.802 -2.498 0.0155 -0.0012 0.0088
C 4.545 2.560 -2.852 -0.0165 0.0030 0.0035
C 5.940 -2.203 -1.989 0.0338 -0.0129 0.0024
C -7.870 -0.413 -1.098 -0.0396 -0.0211 -0.0640
C 2.819 4.302 -4.127 -0.0525 0.0588 -0.0029
C 2.611 -5.455 0.491 -0.1405 0.1908 0.0075
C 4.131 4.692 -3.899 0.0234 0.0240 -0.0205
C 4.992 3.812 -3.260 0.0576 0.0210 -0.0088
C 1.101 4.072 -0.165 -0.0711 0.0589 0.0848
C -1.364 3.875 4.705 -0.0076 -0.0458 -0.0611
C 6.075 -0.502 -0.312 0.0004 0.0097 0.0588
H -2.151 -5.449 -2.300 -0.0072 0.0007 0.0051
H -0.877 -0.364 3.489 -0.0494 0.0482 0.0059
H -2.115 -4.748 -5.357 -0.0340 0.0035 0.0280
H -8.656 -0.651 -1.805 0.0100 -0.0002 0.0040
H 5.205 1.016 5.814 0.0248 0.0288 0.0249
H 0.485 6.602 -0.688 0.0004 0.0093 -0.0320
H -9.256 0.035 0.472 0.0005 -0.0012 -0.0110
H 2.352 1.256 -5.430 0.0320 -0.0597 -0.0400
H -3.192 3.874 -4.647 0.0043 -0.0043 0.0063
C -8.211 -0.023 0.192 0.0176 0.0163 0.0520
C -1.855 2.550 2.787 -0.1206 0.0115 0.0533
Ge 2.436 0.395 -2.389 0.3618 0.1103 -0.0805
H -0.910 -3.452 -5.228 -0.0285 -0.0149 -0.0008
C -5.570 -0.186 -0.561 -0.0966 0.0501 0.1686
N 2.279 1.841 4.866 -0.1330 0.1608 0.1166
C 3.282 -3.241 4.319 0.0851 -0.0086 0.0565
C -2.894 -4.748 -2.684 0.0219 0.0641 0.0549
C 1.929 -0.474 -6.612 -0.0026 0.0042 -0.0448
H 2.791 -0.605 1.050 0.0462 0.0184 -0.0149
N 3.322 -0.636 1.906 -0.0058 0.1631 0.0138
P -0.757 -2.411 2.207 -0.1779 -0.1960 0.6445
H 3.159 -2.679 0.061 0.0179 0.0310 -0.0671
H 6.584 -0.046 0.533 -0.0190 0.0053 -0.0193
C -1.459 3.223 -1.793 0.1957 0.0323 0.4931
N -0.204 4.716 -0.156 -0.0138 -0.0407 -0.0351
C 3.224 2.152 -3.046 -0.0938 -0.1303 -0.0001
H 2.131 4.977 -4.626 0.0025 -0.0242 -0.0050
C -1.831 2.234 -4.390 -0.0632 0.1167 0.0581
H -1.237 6.325 -0.991 0.0077 0.0107 -0.0168
H -1.122 2.955 0.309 -0.1445 -0.1053 0.0724
H 4.511 0.955 -0.335 0.0048 -0.0405 0.0747
C 4.775 -1.624 -2.479 -0.0413 -0.0169 -0.0367
H -3.600 -5.294 -3.312 0.0070 0.0134 -0.0249
C -0.246 5.868 -1.033 0.0433 -0.0669 0.0643
H -2.430 -0.753 2.775 -0.0384 -0.0031 0.0393
H 6.023 4.101 -3.082 -0.0003 -0.0207 -0.0041
C -3.276 -2.642 -4.017 0.0396 0.0717 0.0749
C -2.252 3.512 3.707 0.0359 0.0308 0.0795
H 1.573 -1.851 -0.028 0.1043 -0.2837 -0.1755
H 7.500 -2.102 -0.511 0.0068 0.0115 -0.0131
H 1.390 3.694 -1.151 0.0582 -0.0804 -0.1352
H 2.016 -3.033 -1.261 0.0324 0.0833 -0.0538
H 4.295 -2.073 -3.342 0.0032 0.0002 0.0010
H -2.225 4.278 -0.096 -0.0423 -0.0824 -0.0025
C 1.692 -2.538 -5.423 0.0351 -0.0132 -0.0550
N -0.552 -2.397 -1.930 -0.0833 -0.1319 -0.0730
C -6.535 -0.501 -1.493 0.0675 -0.0199 -0.0588
Rb -0.822 -0.085 -0.157 0.2620 0.1724 0.0257
H -7.476 0.602 2.133 0.0029 -0.0044 -0.0038
C -2.333 3.852 -2.683 -0.0104 -0.1502 -0.1699
H 5.247 1.886 -2.375 0.0179 0.0710 -0.0411
C 0.188 2.315 3.778 -0.2250 0.2297 0.1158
C -0.966 1.589 -3.514 0.3744 -0.4168 0.0612
H 3.630 -5.061 0.487 0.0081 -0.0283 0.0182
H 1.855 4.794 0.157 0.0095 -0.0265 -0.0060
C -2.512 3.369 -3.972 -0.0273 0.0244 0.0067
P 1.331 -4.142 0.772 0.2865 -0.2651 -0.0383
C 4.903 0.056 -0.805 -0.0042 0.0030 0.0471
C -1.432 -4.235 -4.677 0.0250 0.0189 0.0240
C -4.057 -0.172 -0.609 -0.2515 -0.0548 -0.0639
C -1.297 3.775 -0.383 0.1806 0.1493 -0.0468
H 1.527 -2.363 -7.560 0.0098 0.0074 -0.0039
C 2.380 3.057 -3.698 0.0945 0.0512 0.0974
C 1.124 -2.187 4.350 -0.0537 -0.0324 -0.0380
H 0.602 3.484 5.517 0.0126 0.0175 0.0060
H 2.579 -1.995 5.913 -0.0070 0.0119 -0.0084
N 3.864 0.376 3.887 0.0838 -0.0286 0.0343
C -1.575 -1.179 3.302 0.0767 -0.0811 -0.1065
H -3.433 -4.321 -1.838 -0.0173 -0.0185 -0.0077
C -7.225 0.295 1.125 -0.0017 0.0303 0.0709
C -0.796 2.103 -2.248 -0.4451 0.5192 -0.6743
H 4.241 -3.427 4.787 -0.0011 -0.0078 -0.0131
O -4.522 0.826 2.611 -0.0572 -0.0298 -0.1019
H 1.348 2.782 -3.870 -0.1407 0.0389 -0.0055
H -0.692 -4.952 -4.319 0.0034 -0.0092 -0.0107
H 4.080 2.115 6.537 -0.0182 0.0298 0.0007
C 2.167 -0.489 -4.192 -0.0568 0.0873 0.1736
C 4.216 -0.487 -1.894 -0.2742 0.0738 0.0410
H -4.068 -3.185 -4.539 0.0443 -0.0374 -0.0351
H -2.891 4.721 -2.351 0.0249 0.0188 0.0396
C -5.911 0.207 0.723 0.0469 -0.0631 -0.1723
C -1.291 -2.933 -2.626 0.2248 0.1871 0.1267
H -1.579 -4.050 3.837 -0.0206 0.0110 0.0164
C 1.700 -1.843 -6.625 -0.0203 -0.0326 -0.0121
H -1.915 -1.611 4.245 0.0611 0.0151 0.0325
H -2.824 -1.928 -4.707 0.0058 0.0027 -0.0068
C 6.594 -1.649 -0.897 0.0358 -0.0346 0.0231
N -0.661 1.974 2.809 0.0033 -0.0130 -0.1667
H 4.268 -0.969 1.867 0.0469 -0.0327 -0.0546
H 4.480 5.666 -4.220 -0.0065 0.0006 0.0094
C 3.442 1.186 4.849 -0.0386 -0.0766 -0.2063
N 4.263 1.343 5.923 0.0112 -0.0524 0.0128
H -1.965 1.851 -5.394 0.0018 -0.0297 0.0070
C 2.349 -2.437 4.951 0.0411 0.0070 0.0713
N -3.571 0.235 0.587 0.2716 0.0737 0.2185
N 1.790 0.807 2.803 -0.2154 0.0621 -0.1587
C 1.500 1.615 3.806 0.3401 -0.2701 0.0436
C -0.124 3.260 4.751 0.0538 -0.0761 -0.0727
C 2.107 -2.793 -0.205 -0.1082 -0.0136 0.1485
H 2.520 -6.236 1.246 0.0031 -0.0061 -0.0132
O -3.392 -0.506 -1.587 -0.0089 0.0233 -0.0151
C -2.225 -3.638 -3.508 -0.2448 -0.2021 -0.1935
H -0.425 0.705 -3.841 -0.0038 0.0136 0.0381
H 1.519 -3.609 -5.418 0.0060 0.0108 0.0045
C 2.995 -3.793 3.079 -0.0481 -0.0757 -0.0545
H 1.936 0.078 -7.546 -0.0036 0.0169 0.0161
C 2.164 0.188 -5.413 -0.0038 -0.0116 -0.0126
H 0.406 -1.556 4.860 0.0133 0.0011 -0.0266
H -1.634 4.617 5.445 -0.0054 0.0082 -0.0043
H 2.409 -5.897 -0.486 0.0377 -0.0126 0.0061
H 3.739 -4.413 2.592 -0.0222 0.0330 0.0101
C 1.779 -3.542 2.455 -0.3596 0.2503 0.1623
H -3.239 3.949 3.644 -0.0121 -0.0389 -0.0213
```
Positions in Å, forces in eV/Å.

Computed properties:
- Orbital gap (spin up / spin down): 5.97 / 5.81 eV
- Total charge: -1
- 2S+1: 2
- Energy: -5675.67673 a.u.